(1)
ORCA calculation (ωB97M-V/def2-TZVPD) on a single C9H16N2O6 molecule.

ΔE to the lowest compared entry with this formula, charge and spin: 82.7 kcal per mole
HOMO level: -8.804 eV
Electronic energy: -24855.896 eV
Total charge: 0
Orbital gap: 9.01 eV

Cartesian coordinates (Å):
C1 1.631 0.499 0.778
C2 0.399 1.070 1.527
C3 2.332 -0.647 1.584
C4 1.615 -1.982 1.526
C5 1.437 -2.724 0.147
C6 -1.016 0.939 -0.685
C7 -1.409 2.233 -1.385
C8 -2.278 0.067 -0.686
C9 -2.480 -0.502 -2.146
H1 2.954 1.942 1.257
H2 1.888 2.297 -0.016
H3 1.225 -0.077 -0.139
H4 2.455 -0.321 2.597
H5 3.164 -0.708 0.865
H6 0.545 -1.828 1.848
H7 1.995 -2.821 2.142
H8 1.154 -4.160 -0.847
H9 -1.283 1.987 1.125
H10 -0.279 0.495 -1.433
H11 -3.088 0.684 -0.481
H12 -1.937 -0.759 0.923
H13 -3.415 -0.978 -2.262
H14 -1.640 -1.219 -2.208
H15 -2.446 0.126 -2.999
H16 -1.428 4.196 -0.952
N1 2.372 1.543 0.462
N2 -0.683 1.226 0.616
O1 0.315 1.374 2.628
O2 2.059 -2.309 -0.876
O3 0.891 -3.939 0.083
O4 -1.466 2.164 -2.556
O5 -2.196 -1.136 0.085
O6 -1.390 3.267 -0.524

Atoms 1-6, force components in eV/Å:
C -5.23 -5.49 1.40
C -0.10 -3.54 -7.61
C 0.02 0.51 -2.97
C -3.08 -1.57 -0.59
C 4.02 2.34 -2.24
C -0.85 -0.48 -1.88

Mulliken population analysis, charges in e, atoms 1 to 5: number 1, C, carries 1.063; number 2, C, carries -0.169; number 3, C, carries -1.186; number 4, C, carries -0.593; number 5, C, carries 0.658

(2)
ORCA calculation (ωB97M-V/def2-TZVPD) on 2 unconnected molecules or ions with the total composition C9H16N3.

ΔE to the lowest compared entry with this formula, charge and spin: 98.8 kcal per mole
HOMO level: -12.566 eV
Electronic energy: -14053.818 eV
Total charge: +1
Orbital gap: 9.33 eV

Cartesian coordinates (Å):
C1 -0.676 -0.284 3.401
C2 -1.287 0.663 1.249
N1 -1.623 0.318 2.531
N2 -0.070 1.194 1.100
N3 -2.143 0.344 0.212
H1 -2.467 -0.342 2.545
H2 0.449 1.858 1.744
H3 0.332 1.384 0.112
H4 -3.137 0.605 0.577
H5 -1.958 0.466 -0.856
H6 0.369 -0.649 2.861
H7 -1.037 -1.326 3.882
H8 -0.245 0.453 4.201
C3 0.355 1.085 -3.313
C4 0.668 0.231 -2.084
C5 -0.078 -0.840 -1.794
C6 1.879 0.451 -1.222
C7 0.338 -1.842 -0.770
C8 2.272 -0.626 -0.432
C9 1.501 -1.799 -0.092
H9 1.160 1.844 -3.498
H10 -0.394 1.639 -2.828
H11 -1.114 -1.131 -2.229
H12 2.369 1.332 -1.196
H13 -0.559 -2.518 -0.731
H14 3.237 -0.451 0.242
H15 1.813 -2.616 0.472
H16 0.045 0.557 -4.084

Atoms 1-6, force components in eV/Å:
C 5.01 -2.01 2.34
C 1.20 -0.12 0.06
N -3.15 -1.86 -1.85
N 1.48 1.92 -2.31
N -1.72 1.35 0.49
H 1.26 1.83 -0.31

Mulliken population analysis, charges in e, atoms 1 to 5: number 1, C, carries -0.720; number 2, C, carries 0.569; number 3, N, carries -0.293; number 4, N, carries -0.275; number 5, N, carries -0.395